{"formula": "C6H8LiO3Rb", "method": "wB97M-V/def2-TZVPD", "multiplicity": 2, "total_charge": -1, "homo_lumo_gap_ev": [2.6, 5.1], "relative_energy_kj_mol": 335.7, "species": ["C", "C", "Li", "H", "C", "H", "Rb", "H", "O", "O", "H", "H", "H", "C", "H", "H", "C", "C", "O"], "xyz": [[0.36, -3.33, -0.50], [1.03, 2.87, 0.59], [2.73, 4.18, 2.65], [0.53, -4.11, -1.25], [0.14, 1.79, 0.60], [-1.62, -2.95, -1.25], [2.04, -1.08, -0.08], [0.06, 1.26, 1.56], [1.50, 3.36, 1.68], [-0.49, -0.94, -0.87], [-1.73, -0.16, 0.58], [-1.35, -2.44, 0.45], [1.20, 3.41, -0.36], [-0.88, -2.56, -0.54], [-0.62, 1.95, -1.41], [-2.26, 0.09, -1.11], [-1.38, 0.09, -0.44], [-0.68, 1.40, -0.46], [1.41, -2.84, 0.13]]}